Record 1
8 unconnected molecules or ions with the total composition C24H58Br4N4 in a non-equilibrium geometry, computed with wB97M-V/def2-TZVPD.

```
90
Properties=species:S:1:pos:R:3:lowdin_charge:R:1
N 0.8829 0.4530 -2.5443 0.146
H 0.1306 0.9203 -3.0901 -0.125
H 0.8828 -0.5775 -2.6315 -0.087
H 0.7733 0.6534 -1.5345 -0.080
H 1.8493 0.7225 -2.7979 -0.079
C 6.9986 1.6978 0.8397 -0.096
C 6.4884 0.3561 1.3250 -0.223
C 5.2642 -0.0084 0.4750 -0.156
N 4.6227 -1.3691 0.6896 -0.243
C 4.1020 -1.5278 2.0704 0.011
C 5.6368 -2.4589 0.3687 -0.111
C 4.9334 -3.4502 -0.5441 -0.155
C 4.1261 -2.5170 -1.4275 -0.169
C 3.5512 -1.5871 -0.3655 -0.153
H 7.9267 1.9482 1.3589 0.074
H 6.3890 2.5987 0.9120 0.085
H 7.2152 1.5980 -0.2265 0.086
H 6.2155 0.2784 2.3782 0.103
H 7.2884 -0.3517 1.0952 0.106
H 5.5227 -0.0387 -0.5821 0.058
H 4.4245 0.6610 0.6651 0.126
H 4.9570 -1.5079 2.7384 0.099
H 3.6104 -2.4984 2.1474 0.105
H 3.3336 -0.7737 2.2365 0.081
H 6.0690 -2.9651 1.2347 0.131
H 6.4946 -1.9900 -0.1084 0.128
H 4.3707 -4.2215 -0.0154 0.115
H 5.6653 -3.9993 -1.1421 0.122
H 3.2882 -3.0014 -1.9277 0.031
H 4.7548 -1.9250 -2.0930 0.087
H 2.6866 -2.0833 0.0873 0.102
H 3.1472 -0.6472 -0.7342 0.055
C -6.6402 5.5608 -2.8790 -0.096
C -6.3569 4.1656 -2.3419 -0.228
C -5.5529 4.2277 -1.0492 -0.122
N -4.8572 2.9161 -0.7455 -0.251
C -5.7570 1.7100 -0.8103 0.020
C -3.6657 2.7046 -1.6811 -0.116
C -2.6289 1.9823 -0.8560 -0.193
C -2.7715 2.6221 0.4916 -0.177
C -4.2369 2.9207 0.6769 -0.086
H -7.0285 5.5506 -3.8970 0.080
H -5.7367 6.1729 -2.9754 0.081
H -7.3001 6.1717 -2.2614 0.079
H -5.8869 3.5561 -3.1120 0.118
H -7.3186 3.7093 -2.0907 0.112
H -6.1536 4.4490 -0.1699 0.135
H -4.7184 4.9172 -1.1632 0.134
H -6.6388 1.9689 -0.2271 0.113
H -5.1595 0.8857 -0.4411 0.105
H -6.1010 1.5070 -1.8219 0.106
H -3.9827 2.1992 -2.5876 0.108
H -3.2062 3.6741 -1.8726 0.139
H -2.8120 0.9032 -0.7960 0.110
H -1.6437 2.0827 -1.3050 0.086
H -2.3903 2.0161 1.3134 0.104
H -2.1708 3.5360 0.5015 0.129
H -4.7164 2.1252 1.2460 0.120
H -4.4319 3.8378 1.2296 0.130
C 0.6954 -0.1886 3.9301 -0.118
C -0.3557 -0.7194 2.9649 -0.308
C 0.2173 -1.9042 2.1994 -0.180
N -0.6216 -2.4138 1.0841 -0.244
C -0.8149 -1.3998 0.0022 -0.061
C -1.9551 -2.9334 1.6264 -0.101
C -2.4840 -3.8961 0.5683 -0.147
C -1.2335 -4.4659 -0.1026 -0.142
C -0.0568 -3.6779 0.4662 -0.134
H 0.8050 -0.9532 4.7145 0.076
H 0.3407 0.6184 4.5707 0.079
H 1.6537 0.0129 3.4634 0.035
H -0.6686 0.0846 2.2968 -0.008
H -1.2378 -1.0720 3.5067 0.104
H 0.5042 -2.6944 2.8968 0.136
H 1.1847 -1.5786 1.8025 0.083
H -1.1694 -0.4720 0.4387 0.027
H -1.5157 -1.7771 -0.7389 0.105
H 0.1481 -1.2639 -0.4827 0.024
H -2.6297 -2.1455 1.9516 0.130
H -1.5852 -3.4425 2.5203 0.133
H -3.1534 -3.3270 -0.0755 0.111
H -3.0887 -4.6096 1.1284 0.115
H -1.2403 -4.3242 -1.1843 0.073
H -1.1437 -5.5327 0.0878 0.117
H 0.5974 -3.3312 -0.3233 0.021
H 0.5661 -4.2748 1.1321 0.134
Br 0.7328 -2.8754 -2.9783 -0.185
Br -1.2996 1.8482 -4.5565 -0.448
Br 4.1931 0.9835 -2.8650 -0.320
Br 0.8763 1.2645 0.7229 -0.020
```

Summary:
Kohn-Sham gap	6.18	eV
max |F|	1.80	eV Å⁻¹
highest occupied orbital energy	-0.24508	hartree
calculated total energy	-311959.99942	eV
relative energy (zero: lowest compared OMol25 entry of this formula, charge and spin)	79.25	kJ/mol
2S+1	1


Record 2
2 unconnected molecules or ions with the total composition C2H11N3 in a non-equilibrium geometry, computed with wB97M-V/def2-TZVPD.

```
16
Properties=species:S:1:pos:R:3:nbo_charge:R:1
C -0.0719 0.6498 -5.2804 -0.416
N -0.0245 1.3246 -3.9988 -0.829
H 0.6893 1.0762 -5.9381 0.193
H -1.0482 0.5831 -5.7557 0.167
H 0.2410 -0.4020 -5.1924 0.189
H -0.4677 2.2301 -4.0866 0.347
H -0.5717 0.8635 -3.2777 0.349
N 0.1599 -1.7492 3.8445 -0.872
C 0.1180 -0.2970 3.6424 -0.051
N -0.1301 0.1412 2.2796 -0.875
H -0.3355 -2.2284 3.1042 0.360
H 1.0878 -2.1040 3.9888 0.360
H -0.6593 0.1389 4.2513 0.169
H 1.1020 0.1205 3.8493 0.174
H 0.6698 0.0417 1.6821 0.366
H -1.0494 0.0146 1.8990 0.368
```

Summary:
SMILES	NCN.CN
Kohn-Sham gap	9.74	eV
max |F|	1.40	eV Å⁻¹
highest occupied orbital energy	-0.32059	hartree
calculated total energy	-6721.98018	eV
relative energy (zero: lowest compared OMol25 entry of this formula, charge and spin)	57.99	kJ/mol
2S+1	1


Record 3
3 unconnected molecules or ions with the total composition C18H24N3O3 in a non-equilibrium geometry, computed with wB97M-V/def2-TZVPD.

```
48
Properties=species:S:1:pos:R:3:nbo_charge:R:1
C 1.8792 1.5643 0.8163 -0.619
C 3.1145 2.1194 0.0863 -0.449
C 2.9986 2.0631 -1.4205 -0.064
O 1.9131 2.8266 -1.9785 -0.523
C 1.8649 4.1633 -1.5983 -0.110
C 0.7688 4.3489 -0.5621 0.281
C -0.3809 3.5846 -0.6393 -0.198
C -1.3645 3.7252 0.3212 -0.022
C -2.5832 2.8564 0.2677 0.756
O -3.1280 2.5227 1.2609 -0.459
O -3.0124 2.5215 -0.9750 -0.700
C -1.1983 4.6389 1.3563 -0.193
C -0.0493 5.3847 1.3870 0.076
N 0.9014 5.2278 0.4420 -0.426
H 2.0947 0.7126 1.4471 0.241
H 1.0547 1.3476 0.1468 0.208
H 1.5006 2.3384 1.4873 0.191
H 3.3718 3.1120 0.4510 0.188
H 3.9662 1.4932 0.3391 0.240
H 2.7921 1.0392 -1.7096 0.206
H 3.9293 2.3609 -1.9044 0.188
H 1.5813 4.7729 -2.4582 0.231
H 2.8172 4.5482 -1.2327 0.197
H -0.5061 2.8697 -1.4308 0.274
H -2.7521 1.6062 -1.1578 0.514
H -1.9492 4.7399 2.1201 0.276
H 0.1349 6.0939 2.1771 0.250
H 1.7536 5.7721 0.4892 0.445
N 0.3594 -2.8365 0.3480 -0.509
C -0.0383 -1.6768 -0.2537 -0.070
C -0.9814 -1.0898 0.5486 -0.318
C -1.1561 -1.9283 1.6820 -0.298
C -0.3159 -2.9971 1.5289 -0.068
H 1.0395 -3.4749 -0.0228 0.419
H 0.3795 -1.3718 -1.1987 0.206
H -1.4940 -0.1624 0.3475 0.190
H -1.8237 -1.7662 2.5110 0.231
H -0.1422 -3.8536 2.1563 0.220
N -1.0230 -7.3185 0.2785 -0.506
C -1.8887 -8.0794 -0.4581 -0.069
C -2.5685 -7.2440 -1.3028 -0.306
C -2.0928 -5.9256 -1.0683 -0.292
C -1.1400 -6.0043 -0.0886 -0.089
H -0.4006 -7.6709 0.9813 0.410
H -1.9469 -9.1449 -0.3184 0.214
H -3.3232 -7.5434 -2.0101 0.225
H -2.4145 -5.0236 -1.5618 0.218
H -0.5415 -5.2421 0.3732 0.193
```

Summary:
net charge	+1
Kohn-Sham gap	4.85	eV
max |F|	1.02	eV Å⁻¹
highest occupied orbital energy	-0.35622	hartree
calculated total energy	-29660.57874	eV
2S+1	1


Record 4
A molecular structure, C36H37ErN4O4 in a non-equilibrium geometry, computed with wB97M-V/def2-TZVPD.

```
82
Properties=species:S:1:pos:R:3:lowdin_spin:R:1
Er -0.4388 0.1314 -0.5347 3.018
C -3.1145 2.0721 -1.0626 0.000
N -2.7627 0.7579 -1.6349 -0.002
C -3.8247 -0.1565 -1.1034 0.000
C -3.8425 -1.6027 -1.5666 0.000
C -2.5907 -2.4745 -1.2646 0.000
N -2.0039 -1.8795 -0.0876 -0.002
C -2.2508 -2.3528 1.0810 0.000
C -1.9341 -1.6746 2.3686 0.000
C -1.9891 -2.4293 3.5579 0.000
C -1.6585 -1.8668 4.7725 0.000
C -1.4675 -0.4840 4.8381 0.000
C -1.5763 0.2896 3.7017 0.000
C -1.7454 -0.2678 2.4308 0.000
O -1.6419 0.4565 1.3432 -0.004
C -2.8198 0.8384 -3.1065 0.000
C -2.1462 -0.2124 -3.9406 0.000
C -0.6003 -0.1971 -3.8608 0.000
N -0.0748 -0.8910 -2.6962 -0.003
C 0.7223 -1.8592 -2.8953 0.000
C 1.3922 -2.6845 -1.9331 0.000
C 2.1618 -3.7212 -2.4490 0.000
C 2.8111 -4.6903 -1.7218 0.000
C 2.7056 -4.6195 -0.3357 0.000
C 1.9673 -3.6269 0.2652 0.000
C 1.3146 -2.6028 -0.4971 0.000
O 0.7215 -1.6245 0.1058 -0.003
H -4.1486 2.3284 -1.3599 0.000
H -2.4057 2.8560 -1.3606 0.000
H -3.1190 2.0247 0.0168 0.000
H -4.7754 0.3202 -1.4082 0.000
H -3.6534 -0.1387 0.0026 0.000
H -4.0606 -1.6993 -2.6376 0.000
H -4.7133 -1.9947 -1.0478 0.000
H -1.9049 -2.3709 -2.1309 0.000
H -2.8036 -3.5361 -1.1026 0.000
H -2.7472 -3.3457 1.1804 0.000
H -2.1811 -3.4833 3.4420 0.000
H -1.6139 -2.4648 5.6391 0.000
H -1.2394 0.0351 5.7561 0.000
H -1.5626 1.3392 3.7775 0.000
H -2.3753 1.8273 -3.3670 0.000
H -3.8592 0.8563 -3.3808 0.000
H -2.3395 0.0020 -4.9771 0.000
H -2.5681 -1.1887 -3.7312 0.000
H -0.3079 0.8505 -3.7528 0.000
H -0.0535 -0.5867 -4.7815 0.000
H 1.0744 -2.0761 -3.9604 0.000
H 2.2587 -3.8213 -3.5309 0.000
H 3.4263 -5.4237 -2.2135 0.000
H 3.2044 -5.3175 0.3367 0.000
H 2.0052 -3.5728 1.3492 0.000
C 4.0024 1.2494 -1.4848 0.000
C 2.5415 1.5633 -1.4587 0.000
O 1.8051 0.5999 -1.2101 -0.001
C 2.0452 2.8876 -1.6945 0.000
C 2.9006 3.9275 -2.0563 0.000
C 2.4151 5.1554 -2.4183 0.000
C 1.0634 5.3971 -2.3757 0.000
C 0.1588 4.4144 -2.0780 0.000
C 0.5880 3.0956 -1.7419 0.000
O -0.2819 2.2017 -1.5078 -0.003
H 4.1586 0.1688 -1.4335 0.000
H 4.4795 1.7122 -0.6058 0.000
H 4.5013 1.6522 -2.3719 0.000
H 3.9677 3.7891 -2.2240 0.000
H 3.1366 5.9523 -2.7067 0.000
H 0.6481 6.3648 -2.6801 0.000
H -0.9084 4.5999 -2.1139 0.000
N 1.0734 1.3301 1.3199 -0.001
C 1.4916 1.1110 2.3725 0.000
C 1.8954 0.9097 3.7244 0.000
C 1.9995 -0.3734 4.2972 0.000
C 2.3858 -0.4444 5.6453 0.000
C 2.5997 0.7272 6.3871 0.000
C 2.5460 1.9804 5.8004 0.000
C 2.1468 2.0514 4.4880 0.000
H 1.7235 -1.2154 3.7523 0.000
H 2.4449 -1.4083 6.1087 0.000
H 2.8417 0.6607 7.4386 0.000
H 2.7361 2.9216 6.3091 0.000
H 2.0432 2.9709 3.9867 0.000
```

Summary:
Kohn-Sham gap (alpha / beta)	7.72 / 7.72	eV
max |F|	2.64	eV Å⁻¹
highest occupied orbital energy (alpha / beta)	-0.27116 / -0.27124	hartree
calculated total energy	-79709.11553	eV
relative energy (zero: lowest compared OMol25 entry of this formula, charge and spin)	0.00	kJ/mol
2S+1	4